A cluster of 2 separate species, C2H2Cl2OS in total. Source: OMol25; level of theory: wB97M-V/def2-TZVPD.

Structure (XYZ):
```
8
Properties=species:S:1:pos:R:3
C -1.414 -0.217 0.091
C -0.657 0.257 -0.851
O -2.675 -0.381 0.253
S 3.949 0.571 -0.489
Cl -0.421 -0.706 1.579
Cl 0.900 0.529 -1.212
H -3.195 0.439 0.454
H 3.513 -0.492 0.175
```

Gap between HOMO and LUMO (alpha / beta) ... 8.047 / 6.913 eV
Energy relative to the best compared isomer or geometry (same formula, charge and spin) ... 451.3 kJ/mol
Net charge ... 0
LUMO level (alpha / beta) ... -1.4 / -2.5 eV

Results of the natural (NBO) charge analysis, in e, for atoms 1 through 2:
1 C 0.221
2 C -0.085



A structure of composition C7H10INSr. Source: OMol25; level of theory: wB97M-V/def2-TZVPD.

Structure (XYZ):
```
20
Properties=species:S:1:pos:R:3
C 0.974 0.505 -1.310
C -0.096 -0.241 -1.880
C 0.234 -1.613 -1.798
C 1.492 -1.725 -1.160
C 1.952 -0.420 -0.854
Sr -0.169 -0.071 1.224
N 2.865 1.552 1.596
C -2.101 0.969 1.734
C -2.579 0.881 0.452
H -0.349 -2.441 -2.226
H -0.980 0.180 -2.379
H 2.041 -2.661 -0.983
H 2.914 -0.162 -0.404
H 1.062 1.596 -1.283
H -2.196 1.573 -0.332
H -2.153 0.193 2.505
H 1.977 2.064 1.895
H -3.527 0.407 0.136
H -1.903 1.984 2.105
I 0.542 -2.569 2.961
```

Gap between HOMO and LUMO (alpha / beta) ... 4.993 / 4.183 eV
Energy relative to the best compared isomer or geometry (same formula, charge and spin) ... 0.0 kJ/mol
Net charge ... -2
LUMO level (alpha / beta) ... 5.0 / 5.1 eV

Results of the natural (NBO) charge analysis, in e, for atoms 1 through 2:
1 C -0.462
2 C -0.393



A structure of composition C18H26N2O6S2Si2W. Source: OMol25; level of theory: wB97M-V/def2-TZVPD.

Structure (XYZ):
```
57
Properties=species:S:1:pos:R:3
W 0.102 -0.264 0.113
C 1.696 -1.737 -1.629
Si 3.030 -1.281 -0.351
C 4.437 -0.421 -1.182
C 3.466 -2.654 0.799
N 1.971 -0.016 0.437
C 2.274 1.290 0.789
C 3.391 1.735 1.495
C 3.528 3.089 1.707
C 2.571 4.000 1.232
C 1.462 3.576 0.533
C 1.308 2.206 0.301
N 0.253 1.589 -0.369
Si -1.196 2.499 -1.106
C -2.004 1.082 -2.040
C -0.588 3.787 -2.292
C -2.143 3.201 0.334
H 2.129 -1.958 -2.609
H 1.060 -0.850 -1.897
H 1.087 -2.605 -1.390
H 5.041 -1.189 -1.674
H 5.091 0.114 -0.493
H 4.095 0.279 -1.947
H 3.747 -3.535 0.216
H 2.637 -2.928 1.450
H 4.322 -2.390 1.422
H 4.114 1.030 1.883
H 4.383 3.460 2.256
H 2.707 5.055 1.423
H 0.726 4.286 0.186
H -1.394 0.169 -2.123
H -2.165 1.382 -3.078
H -2.963 0.780 -1.622
H -1.428 4.006 -2.960
H 0.239 3.447 -2.917
H -0.302 4.724 -1.817
H -1.657 3.025 1.295
H -3.148 2.782 0.392
H -2.240 4.282 0.213
O -2.262 1.025 3.044
S -1.619 0.065 2.238
O -0.100 0.233 2.147
O -1.877 0.083 0.749
C -2.207 -1.554 2.654
C -2.986 -1.641 3.787
C -3.716 -2.808 4.041
C -3.692 -3.854 3.148
C -2.892 -3.783 2.002
C -2.156 -2.645 1.754
S -0.918 -2.778 0.508
O 0.243 -2.090 1.177
O -0.754 -4.112 0.088
O -1.062 -1.789 -0.668
H -3.060 -0.794 4.454
H -4.317 -2.869 4.938
H -4.274 -4.746 3.333
H -2.818 -4.628 1.331
```

Gap between HOMO and LUMO ... 6.627 eV
Energy relative to the best compared isomer or geometry (same formula, charge and spin) ... 12.1 kJ/mol
Net charge ... +2
LUMO level ... -8.5 eV

Results of the natural (NBO) charge analysis, in e, for atoms 1 through 2:
1 W 2.102
2 C -1.101



An isolated molecule of C18H26N2O3. Source: OMol25; level of theory: wB97M-V/def2-TZVPD.

Structure (XYZ):
```
49
Properties=species:S:1:pos:R:3
C 2.173 3.142 -0.515
C 2.563 2.706 0.895
O 3.297 1.500 0.910
C 2.652 0.313 0.758
C 1.283 0.158 0.631
C 0.709 -1.110 0.506
C -0.725 -1.266 0.361
N -1.478 -0.236 0.321
N -2.824 -0.309 0.184
C -3.660 -1.380 0.046
O -3.299 -2.536 0.025
C -5.122 -0.972 -0.080
C -5.647 -0.300 1.207
C -6.551 0.831 0.718
C -5.842 1.331 -0.537
C -5.376 0.042 -1.219
C 1.527 -2.235 0.526
C 2.895 -2.090 0.653
C 3.476 -0.835 0.752
O 4.832 -0.697 0.939
C 5.667 -0.697 -0.218
C 5.281 0.398 -1.212
C 5.717 -2.061 -0.908
H 1.660 4.099 -0.473
H 3.064 3.246 -1.130
H 1.518 2.410 -0.981
H 3.244 3.442 1.334
H 1.678 2.629 1.538
H 0.611 1.000 0.629
H -1.095 -2.285 0.287
H -3.240 0.613 0.178
H -5.672 -1.896 -0.270
H -6.178 -1.010 1.839
H -4.821 0.110 1.791
H -6.682 1.610 1.468
H -7.533 0.437 0.454
H -6.495 1.920 -1.180
H -4.992 1.958 -0.260
H -6.167 -0.335 -1.866
H -4.492 0.196 -1.838
H 1.091 -3.220 0.444
H 3.532 -2.960 0.690
H 6.654 -0.472 0.204
H 5.217 1.354 -0.700
H 6.029 0.462 -1.998
H 4.316 0.175 -1.663
H 6.485 -2.049 -1.678
H 5.958 -2.839 -0.188
H 4.761 -2.290 -1.374
```

SMILES ... CCOc1cc(/C=N/NC(=O)C2CCCC2)ccc1OC(C)C
Gap between HOMO and LUMO ... 8.646 eV
Energy relative to the best compared isomer or geometry (same formula, charge and spin) ... 289.7 kJ/mol
Net charge ... 0
LUMO level ... 0.6 eV

Results of the natural (NBO) charge analysis, in e, for atoms 1 through 2:
1 C -0.639
2 C -0.062



no.,M (g mol⁻¹),total energy (eV)
1,145.010,-40029.090
2,322.688,-17842.876
3,670.560,-73591.786
4,318.417,-28209.804